No. 1
ORCA calculation (wB97M-V/def2-TZVPD) on a cluster of 2 separate species, C4H15N3O in total.

Values from the calculation:
HOMO-LUMO gap = 0.35943 Ha
molecular weight = 121.18 u
max |F| = 7.1 eV/A
multiplicity = 1
relative energy (zero: lowest compared OMol25 entry of this formula, charge and spin) = 316.8 kJ/mol
SMILES string = C[C@H](CN)NCN.O

```
23
C4H15N3O | OMol25 | wB97M-V/def2-TZVPD
C -0.1114 1.1287 1.1457
N 1.1794 1.1007 1.9795
C -0.5588 -0.1171 0.4940
C -1.9525 -0.8406 0.9059
N -0.5443 0.0916 -0.9516
C -0.2207 -1.0753 -1.7015
N 1.4244 -1.3851 -1.6342
H -0.9711 1.3355 1.8417
H 0.0846 2.0342 0.5169
H 1.7546 1.8662 1.6382
H 1.0629 0.8459 3.0177
H 0.1631 -0.9929 0.7689
H -2.1706 -1.3294 1.9377
H -2.7181 -0.1756 0.7973
H -2.3160 -1.6559 0.2055
H -1.3844 0.4888 -1.3246
H -0.4079 -1.0853 -2.7707
H -0.8781 -1.9468 -1.3120
H 1.8573 -0.9438 -2.3569
H 1.7631 -1.4875 -0.6699
H 2.0427 0.8908 -0.4109
H 0.9894 1.6258 -1.0903
O 1.9125 1.6274 -1.0263
```


No. 2
ORCA calculation (wB97M-V/def2-TZVPD) on a cluster of 15 separate species, C28H87N9O15 in total.

Values from the calculation:
HOMO-LUMO gap = 0.30490 Ha
molecular weight = 790.05 u
max |F| = 7.4 eV/A
multiplicity = 1

```
139
C28H87N9O15 | OMol25 | wB97M-V/def2-TZVPD
C 6.3373 3.6829 -3.0604
C 5.6707 2.4781 -3.6971
O 4.4985 2.4270 -2.9078
H 5.8338 4.6438 -3.1675
H 7.2694 3.6972 -3.6252
H 6.6009 3.4519 -2.0283
H 6.3129 1.6034 -3.5938
H 5.4460 2.7236 -4.7351
H 3.7442 2.2546 -3.4761
C 3.1169 6.0479 -2.5787
C 2.2013 5.1035 -1.6943
O 3.1220 4.2248 -0.9849
H 3.7002 6.7241 -1.9536
H 2.5707 6.7165 -3.2440
H 3.7923 5.4564 -3.1967
H 1.4651 4.6665 -2.3689
H 1.6873 5.7351 -0.9696
H 3.3899 3.6104 -1.6722
C 4.9597 1.9335 1.0355
C 4.6192 0.3822 1.1331
O 5.8711 -0.2049 1.3209
H 5.9288 2.0713 0.5559
H 4.7626 2.5848 1.8870
H 4.1734 2.2254 0.3394
H 4.0357 0.0420 0.2776
H 4.0613 0.3210 2.0675
H 6.1342 -0.0234 2.2261
C -5.6501 -2.5531 5.9107
C -6.0137 -1.5635 4.7443
O -4.7777 -1.2690 4.1344
H -4.7629 -2.2297 6.4551
H -5.4292 -3.5678 5.5793
H -6.5364 -2.6893 6.5303
H -6.3990 -0.5530 4.8810
H -6.7363 -2.0652 4.1006
H -4.9356 -0.6979 3.3790
C -5.4880 1.5507 1.6345
C -6.0319 0.3323 0.8037
O -5.6789 -0.8200 1.5131
H -5.7977 1.7297 2.6641
H -5.7660 2.4735 1.1253
H -4.3984 1.5494 1.6032
H -5.7443 0.3290 -0.2476
H -7.0864 0.5988 0.7332
H -6.2831 -1.5577 1.4024
C 1.8683 -3.8827 1.5038
C 1.0310 -4.9748 2.3002
O -0.1602 -4.4889 2.8143
H 2.1352 -3.0022 2.0884
H 1.3184 -3.4965 0.6456
H 2.7127 -4.3919 1.0395
H 1.6096 -5.3138 3.1595
H 0.8185 -5.8953 1.7565
H 0.1704 -3.8507 3.4507
C 3.2137 0.5557 -5.8654
C 2.5717 1.9681 -6.0618
O 1.8719 2.2463 -4.8574
H 2.4079 -0.1275 -5.5971
H 3.7711 0.4950 -4.9306
H 3.5652 0.1124 -6.7970
H 1.9983 1.8573 -6.9821
H 3.3320 2.7148 -6.2910
H 1.4595 3.1048 -4.9775
C -4.6288 -2.9823 -1.0734
C -6.0350 -2.8513 -1.7601
O -6.3949 -4.0090 -2.4661
H -4.2461 -2.0056 -0.7773
H -3.8914 -3.4943 -1.6918
H -4.7508 -3.6373 -0.2108
H -6.1304 -1.9572 -2.3762
H -6.7199 -2.7125 -0.9236
H -6.3807 -3.8714 -3.4161
C -0.3175 -0.9836 -5.0670
C -0.9018 -2.2219 -4.2985
O -1.0091 -3.2542 -5.3004
H 0.3729 -1.2061 -5.8806
H 0.1190 -0.2233 -4.4192
H -1.1041 -0.4415 -5.5919
H -1.9136 -2.0855 -3.9169
H -0.2366 -2.3879 -3.4511
H -0.2657 -3.4047 -5.8889
C 3.0207 -2.8507 -3.6587
C 2.9231 -2.1563 -2.3431
O 4.0709 -1.2350 -2.3517
H 3.9886 -3.3154 -3.8467
H 2.8090 -2.1006 -4.4207
H 2.2445 -3.6076 -3.7710
H 3.0760 -2.8977 -1.5589
H 1.9148 -1.7679 -2.1997
H 4.8782 -1.6520 -2.0418
C -2.5864 4.0632 1.9862
O -3.7406 4.2406 1.8065
N -2.0363 3.0006 2.5517
N -1.6788 4.8746 1.5415
H -2.7008 2.2615 2.7314
H -1.0582 3.0453 2.7996
H -0.7258 4.7546 1.8538
H -1.9849 5.7159 1.0741
C -3.4340 -4.6645 2.9785
O -4.6227 -4.7729 3.1699
N -2.8022 -3.5026 3.1093
N -2.6172 -5.7282 2.8626
H -1.8126 -3.3990 2.9357
H -3.3542 -2.6917 3.3496
H -1.6689 -5.5054 2.5958
H -3.1297 -6.5732 2.6543
C 0.3814 -1.7434 5.3098
O 0.0400 -2.6964 4.6880
N 0.6266 -0.5947 4.8094
N 0.6617 -1.6807 6.5572
H 1.1543 0.1083 5.3069
H 0.2892 -0.4387 3.8703
H 0.7251 -0.7716 6.9926
H 0.6141 -2.4293 7.2336
C 1.4556 3.3815 1.9980
O 0.7022 3.0069 2.9002
N 1.7498 2.8624 0.8606
N 1.9503 4.6135 1.9590
H 1.1061 2.1440 0.5611
H 2.2025 3.4793 0.2014
H 1.7103 5.2427 2.7118
H 2.3588 4.9134 1.0854
C -2.1211 -0.0616 0.7555
C -0.7340 -0.5459 1.1667
C 0.3005 -0.3504 -0.0558
O 0.2082 0.8917 -0.6236
C 1.0254 1.1710 -1.7613
N -0.2725 0.2597 2.2391
H -2.8186 -0.1949 1.5824
H -2.4595 -0.6070 -0.1255
H -2.1314 0.9931 0.4805
H -0.7455 -1.6176 1.3652
H -0.0026 -0.9660 -0.9028
H 1.3084 -0.6684 0.2111
H 0.6451 0.3184 -2.3239
H 2.0989 1.0104 -1.6620
H 0.7481 2.0412 -2.3562
H -1.0306 0.8536 2.5433
H 0.2304 1.0631 1.8904
```


No. 3
ORCA calculation (wB97M-V/def2-TZVPD) on a structure of composition C24H19Cl5GeOPPtS.

Values from the calculation:
HOMO-LUMO gap (spin up / spin down) = 0.25913 / 0.20135 Ha
molecular weight = 831.41 u
max |F| = 0.4 eV/A
multiplicity = 2
expectation value of S² = 0.77
relative energy (zero: lowest compared OMol25 entry of this formula, charge and spin) = 0.0 kJ/mol
charge = +2

```
53
C24H19Cl5GeOPPtS | OMol25 | wB97M-V/def2-TZVPD
Pt -0.8618 0.9911 -0.1529
Cl -3.0070 2.2101 0.3110
C -4.0552 0.8392 0.5968
C -5.3802 1.1088 0.8258
C -6.2495 0.0416 1.0459
C -5.7921 -1.2676 1.0357
C -4.4557 -1.5257 0.8059
Cl -3.8990 -3.1463 0.7875
C -3.5401 -0.4692 0.5771
S -1.9065 -0.9165 0.2821
H -5.7410 2.1279 0.8290
H -7.2973 0.2409 1.2250
H -6.4694 -2.0933 1.2027
C 4.4522 2.3453 -2.0891
C 4.5865 1.9215 -0.7746
C 3.5686 1.1984 -0.1717
C 2.4156 0.8935 -0.8982
C 2.2837 1.3162 -2.2220
C 3.3034 2.0433 -2.8119
P 1.1829 -0.1037 -0.0736
C 1.3020 -1.8052 -0.5317
C 1.8924 -2.1507 -1.7516
C 2.0188 -3.4868 -2.0876
C 1.5618 -4.4680 -1.2173
C 0.9869 -4.1270 0.0025
C 0.8550 -2.7966 0.3529
C 1.1420 0.2203 1.6723
C 1.9132 -0.1345 2.7713
C 1.5261 0.3765 4.0019
C 0.4043 1.1960 4.1126
C -0.3869 1.5143 3.0098
C 0.0030 1.0222 1.7780
H 5.2464 2.9135 -2.5544
H 5.4823 2.1547 -0.2156
H 3.6763 0.8807 0.8578
H 1.4071 1.0659 -2.8037
H 3.2050 2.3682 -3.8389
H 2.2527 -1.3846 -2.4250
H 2.4799 -3.7646 -3.0253
H 1.6699 -5.5111 -1.4835
H 0.6583 -4.9007 0.6826
H 0.4477 -2.5314 1.3204
H 2.7741 -0.7850 2.6801
H 2.0960 0.1334 4.8883
H 0.1324 1.5862 5.0850
H -1.2698 2.1283 3.1340
Cl -3.6979 0.3318 -2.7883
Ge -1.6189 0.7483 -2.5438
Cl -1.2573 2.6947 -3.4388
Cl -0.5519 -0.6951 -3.7013
O -0.0174 2.8737 -0.6313
H -0.1275 3.2439 -1.5276
H 0.6556 3.3335 -0.1146
```


No. 4
ORCA calculation (wB97M-V/def2-TZVPD) on an isolated molecule of C19H25N3O4.

Values from the calculation:
HOMO-LUMO gap = 0.32418 Ha
molecular weight = 359.43 u
max |F| = 0.8 eV/A
multiplicity = 1
relative energy (zero: lowest compared OMol25 entry of this formula, charge and spin) = 187.7 kJ/mol
SMILES string = CCOC(=O)Cn1nc(C)c(NC(=O)CCc2ccc(OC)cc2)c1C

```
51
C19H25N3O4 | OMol25 | wB97M-V/def2-TZVPD
C -6.2071 -1.1257 -1.5146
C -5.8974 -1.0979 -0.0252
H -6.8136 -1.0865 0.5679
H -5.2808 -1.9583 0.2526
O -5.2066 0.1031 0.3375
C -3.8828 0.1154 0.1920
O -3.2219 -0.8091 -0.1928
C -3.3368 1.4870 0.5817
N -1.9088 1.5286 0.6129
C -1.0396 1.4571 -0.4227
C 0.2248 1.5346 0.1389
C 0.0153 1.6531 1.5319
N -1.2801 1.6457 1.7858
C 1.0232 1.7661 2.6143
H 1.6057 0.8483 2.6802
H 1.7018 2.5884 2.3948
H 0.5183 1.9412 3.5597
N 1.4328 1.4965 -0.5766
C 2.4648 2.3614 -0.4190
O 2.4608 3.2796 0.3730
C 3.6450 2.0660 -1.3330
H 4.1857 2.9989 -1.4962
H 3.2946 1.6849 -2.2940
C 4.5890 1.0425 -0.6759
C 3.8699 -0.2429 -0.3832
C 3.4682 -0.5577 0.9048
C 2.7371 -1.7021 1.1756
C 2.3945 -2.5654 0.1419
C 2.8093 -2.2648 -1.1567
C 3.5336 -1.1202 -1.4106
H 3.8479 -0.9040 -2.4224
H 2.5477 -2.9484 -1.9490
O 1.6771 -3.7140 0.2848
C 1.1977 -4.0498 1.5638
H 0.6448 -4.9790 1.4363
H 0.5253 -3.2794 1.9549
H 2.0178 -4.2123 2.2712
H 2.4415 -1.9073 2.1925
H 3.7296 0.1058 1.7164
H 4.9776 1.4695 0.2496
H 5.4285 0.8596 -1.3510
H 1.5096 0.7746 -1.2782
C -1.4617 1.3173 -1.8391
H -0.6051 1.4572 -2.4937
H -1.8829 0.3275 -2.0144
H -2.2161 2.0617 -2.0933
H -3.6924 1.7362 1.5843
H -3.7380 2.2230 -0.1246
H -6.7744 -0.2422 -1.7974
H -5.2833 -1.1524 -2.0874
H -6.7903 -2.0114 -1.7483
```


No. 5
ORCA calculation (wB97M-V/def2-TZVPD) on a cluster of 8 separate species, C30H71BF5N2O14S8 in total.

Values from the calculation:
HOMO-LUMO gap = 0.21687 Ha
molecular weight = 1046.24 u
max |F| = 5.7 eV/A
multiplicity = 1
charge = -1

```
131
C30H71BF5N2O14S8 | OMol25 | wB97M-V/def2-TZVPD
C 1.6265 -2.2818 0.7900
C 1.4569 -3.4501 -0.2750
C 2.0305 -3.0405 -1.6736
C 0.0060 -4.0808 -0.3365
C -0.5579 -4.5725 1.0435
C -1.0170 -3.1861 -1.1306
O -0.9983 -1.8297 -0.6817
N -2.1870 -1.1783 -0.7681
C -2.3957 -0.1935 -1.8412
C -1.2969 -0.2333 -2.9400
C 0.1181 0.3637 -2.6293
C 0.4318 0.9494 -1.2267
C 1.9958 0.9452 -1.0114
C 2.3828 1.5480 0.3729
N 3.8496 1.3479 0.5379
C -2.7489 1.2640 -1.3597
B -2.6558 2.3888 -2.4999
O -1.5606 3.2763 -2.6103
O -3.6670 2.5695 -3.4704
C -3.7091 -0.6760 -2.6446
O -3.5965 -1.7172 -3.3156
O -4.7867 -0.0481 -2.5948
S -3.4061 -1.6761 0.2066
O -4.3410 -2.6311 -0.3414
O -2.7789 -2.3736 1.3266
C -4.4514 -0.3876 1.0557
F -5.4655 0.0793 0.3084
F -5.0910 -1.0911 2.0432
C -3.6647 0.7603 1.8129
F -3.9176 0.6696 3.1508
F -2.3376 0.6147 1.7188
F -4.0583 1.9931 1.4776
H 1.2908 -1.3466 0.2985
H 2.6842 -2.2483 1.1322
H 1.0103 -2.4287 1.6851
H 2.1273 -4.2693 0.0925
H 2.8837 -2.3393 -1.5909
H 2.4461 -3.9733 -2.1311
H 1.2678 -2.6679 -2.3823
H 0.0995 -5.0049 -0.9630
H 0.1918 -5.2830 1.4599
H -0.6987 -3.7692 1.7834
H -1.4795 -5.1759 0.8796
H -1.9896 -3.7093 -1.0664
H -0.7015 -3.2782 -2.1989
H -1.6517 0.1871 -3.9080
H -1.1606 -1.3107 -3.1853
H 0.8840 -0.4226 -2.8431
H 0.3306 1.1620 -3.3799
H -0.1223 0.5231 -0.3682
H 0.1684 2.0344 -1.2504
H 2.3566 -0.0953 -1.1386
H 2.3875 1.6127 -1.8117
H 2.2294 2.6457 0.3939
H 1.8529 1.0358 1.2096
H 4.2431 1.9839 1.2234
H 4.0679 0.3779 0.7456
H -3.7632 1.3404 -0.9200
H -2.0414 1.5917 -0.5553
H -1.4627 3.6486 -1.7137
H -4.1775 3.3348 -3.1595
C 5.6569 4.8462 0.5303
S 4.4757 5.1361 -0.8001
O 3.6778 3.8951 -0.9627
C 5.6952 5.1682 -2.1228
H 5.1037 4.7512 1.4641
H 6.2105 3.9258 0.3395
H 6.3426 5.6920 0.5988
H 6.2466 4.2269 -2.1422
H 6.3809 6.0034 -1.9671
H 5.1718 5.3010 -3.0688
C 1.6970 -5.1547 5.3860
S 0.8277 -3.9825 4.3320
O 1.5088 -3.9621 3.0161
C 1.3249 -2.5066 5.2374
H 1.5524 -6.1537 4.9790
H 2.7623 -4.9199 5.4007
H 1.2902 -5.1134 6.3974
H 2.4135 -2.4353 5.2618
H 0.9268 -2.5515 6.2518
H 0.9149 -1.6367 4.7257
C -0.9805 7.6555 -0.8786
S -0.0003 6.4289 0.0038
O -0.6586 5.1131 -0.1928
C -0.4293 6.9999 1.6575
H -0.8912 7.4602 -1.9462
H -2.0270 7.5780 -0.5806
H -0.5982 8.6533 -0.6586
H -1.5110 6.9640 1.7938
H -0.0650 8.0187 1.7961
H 0.0499 6.3424 2.3813
C -8.1679 -4.3630 -2.7506
S -7.2038 -5.5941 -1.8600
O -7.8676 -6.9156 -2.0644
C -7.6435 -5.0158 -0.2132
H -8.0695 -4.5577 -3.8172
H -9.2179 -4.4350 -2.4618
H -7.7808 -3.3679 -2.5265
H -8.7271 -5.0461 -0.0866
H -7.2744 -3.9983 -0.0763
H -7.1732 -5.6725 0.5171
C 4.7069 -6.2253 2.1136
S 3.1879 -6.9289 2.7743
O 3.5405 -7.6479 4.0342
C 2.9824 -8.1709 1.4862
H 5.0436 -5.4420 2.7909
H 5.4728 -6.9990 2.0409
H 4.5099 -5.7949 1.1311
H 3.8581 -8.8210 1.4533
H 2.8432 -7.6762 0.5242
H 2.0988 -8.7629 1.7198
C 9.8127 7.2998 -4.5518
S 9.0128 6.1012 -3.4714
O 8.9016 6.7218 -2.1228
C 10.3931 4.9460 -3.4210
H 9.1349 8.1405 -4.6912
H 10.7388 7.6506 -4.0946
H 10.0202 6.8371 -5.5173
H 11.2820 5.4471 -3.0357
H 10.5817 4.5608 -4.4237
H 10.1256 4.1219 -2.7613
C -6.7725 1.4620 3.4515
S -7.4359 2.8712 2.5502
O -7.7964 3.9128 3.5544
C -8.9624 2.0625 2.0411
H -5.8245 1.7545 3.8943
H -7.4664 1.1662 4.2400
H -6.6103 0.6335 2.7633
H -9.5156 1.7279 2.9199
H -8.7264 1.2140 1.3976
H -9.5624 2.7819 1.4858
```


No. 6
ORCA calculation (wB97M-V/def2-TZVPD) on a cluster of 6 separate species, C35H32N3O22 in total.

Values from the calculation:
HOMO-LUMO gap = 0.22927 Ha
molecular weight = 846.64 u
max |F| = 7.0 eV/A
multiplicity = 1
charge = +1

```
92
C35H32N3O22 | OMol25 | wB97M-V/def2-TZVPD
N 2.9026 -4.1979 0.0851
C 3.2512 -5.5312 -0.0630
N 4.4854 -6.0266 -0.7833
C 5.3814 -6.6019 0.2922
C 4.7387 -6.6129 1.8008
C 3.1405 -6.9572 1.8777
C 2.7669 -8.5076 2.2426
O 3.9126 -9.3961 2.4831
O 4.4717 -9.8009 1.3779
N 2.3701 -6.6168 0.5865
H 2.9633 -3.4687 -0.6599
H 2.6226 -3.9120 1.0707
H 4.1690 -6.8708 -1.3416
H 6.3394 -5.8927 0.3402
H 5.7791 -7.6697 0.0055
H 5.4315 -7.2776 2.4692
H 4.8592 -5.5006 2.2174
H 2.6560 -6.2584 2.7105
H 2.1214 -8.4860 3.2465
H 2.0393 -8.9468 1.4159
H 5.4739 -9.7606 1.5688
H 1.4633 -6.1500 0.8664
C 0.5125 -0.5880 1.6120
C -0.4797 0.2988 1.7107
C -1.8848 -0.1353 1.9453
O -2.7725 0.7037 2.0504
C -2.1538 -1.5788 2.0378
C -1.1619 -2.4656 1.9357
C 0.2465 -2.0300 1.7288
O 1.1393 -2.8679 1.6571
O -1.4080 -3.8238 2.0190
O -0.2378 1.6557 1.5994
H 1.5387 -0.2862 1.4438
H -3.1818 -1.8814 2.1906
H -0.5313 -4.2545 1.9169
H -1.1136 2.0865 1.7075
C -0.8341 3.8751 -2.6669
C -1.5364 3.3672 -1.6522
C -2.2156 4.2493 -0.6633
O -2.8695 3.7536 0.2476
C -2.0666 5.7045 -0.8211
C -1.3614 6.2122 -1.8338
C -0.7055 5.3305 -2.8381
O -0.0793 5.8269 -3.7685
O -1.2150 7.5787 -1.9866
O -1.6596 2.0003 -1.4833
H -0.3372 3.2456 -3.3942
H -2.5505 6.3338 -0.0852
H -0.6647 7.6937 -2.7919
H -2.2149 1.8855 -0.6816
C -7.5754 1.4000 2.1595
C -8.5835 1.2138 3.0137
C -8.3371 0.8006 4.4231
O -9.2826 0.6557 5.1899
C -6.9448 0.5753 4.8418
C -5.9371 0.7582 3.9865
C -6.1820 1.1979 2.5855
O -5.2340 1.3754 1.8279
O -4.6264 0.5456 4.3726
O -9.8960 1.3992 2.6199
H -7.7400 1.7024 1.1330
H -6.7811 0.2580 5.8637
H -4.0847 0.7458 3.5782
H -10.4372 1.2049 3.4159
C 2.8940 7.5124 -1.7876
C 3.8976 7.3324 -0.9267
C 4.2344 8.3620 0.0952
O 5.1500 8.1602 0.8850
C 3.4429 9.6021 0.1109
C 2.4415 9.7834 -0.7523
C 2.0875 8.7422 -1.7557
O 1.1500 8.9299 -2.5238
O 1.6954 10.9476 -0.7449
O 4.6618 6.1803 -0.9524
H 2.6369 6.7714 -2.5340
H 3.7097 10.3496 0.8470
H 1.0321 10.8369 -1.4606
H 5.3211 6.2885 -0.2327
C 1.0244 -3.3859 -3.4874
C 1.0195 -3.7558 -4.7695
C 0.4153 -2.8923 -5.8216
O 0.4427 -3.2502 -6.9938
C -0.2043 -1.6257 -5.4016
C -0.2024 -1.2576 -4.1189
C 0.4261 -2.1081 -3.0712
O 0.4283 -1.7343 -1.9031
O -0.7854 -0.0698 -3.7169
O 1.5777 -4.9566 -5.1678
H 1.4621 -4.0028 -2.7127
H -0.6556 -1.0161 -6.1739
H -0.6524 -0.0299 -2.7447
H 1.4500 -4.9936 -6.1408
```


Q: Which value of max |F| does entry 1 give?
A: 7.1 eV/A